{
  "formula": "C3H6NO2",
  "method": "the ωB97M-V functional and the def2-TZVPD basis",
  "total_charge": -1,
  "orbital_gap_ev": 6.98,
  "homo_energy_ev": -2.761,
  "multiplicity": 1,
  "elements": ["C", "C", "C", "N", "O", "O", "H", "H", "H", "H", "H", "H"],
  "positions_angstrom": [[0.079061, -0.116006, 0.222659], [-0.595570, 0.567876, -1.778357], [0.883730, 0.547922, 1.250581], [-0.435552, -1.290552, 0.378751], [-0.174871, -1.892944, 1.498185], [-1.030764, -1.974787, -0.547015], [-0.427755, -0.419415, -2.008786], [-1.513331, 0.941660, -1.372633], [0.108615, 1.382238, -2.123990], [0.232908, 1.128980, 1.898394], [1.504896, 1.373607, 0.803011], [1.368634, -0.248578, 1.779201]],
  "atomic_forces_ev_per_a": [[-1.5, 1.5, -4.1], [2.7, 2.3, 4.4], [-0.3, 1.9, -1.0], [0.7, -1.8, -0.1], [-0.3, 0.1, 0.3], [-0.2, 0.7, 0.3], [-0.2, -2.0, -1.2], [-0.6, -0.2, -0.4], [-0.8, -1.1, 0.3], [-0.2, -0.1, 0.8], [0.0, -1.2, 0.3], [0.7, 0.0, 0.5]]
}